[1]
A 3-piece molecular cluster, C8H20Cl4N2O2P overall in a non-equilibrium geometry, computed with ωB97M-V with the def2-TZVPD basis set.

Kohn-Sham gap: 9.0 eV
Total charge: +1
E_HOMO: -12.38 eV
Multiplicity: 1
Strongest force on any atom: 1.31 eV Å⁻¹

```
37
Properties=species:S:1:pos:R:3:nbo_charge:R:1
N -0.6890 0.8639 2.5348 -1.32
P 0.4039 -0.1564 2.2077 2.25
O 0.9690 -0.9789 3.4793 -0.97
O -0.0060 -1.2957 1.1682 -0.99
C 1.8460 0.5874 1.4008 -0.65
C 1.6144 1.8109 0.5084 -0.41
C 3.0720 2.1987 0.1548 -0.23
N 3.9523 1.4896 1.1885 -0.50
C 2.9632 1.1217 2.2738 -0.21
H -0.9044 0.8649 3.5267 0.41
H 1.8861 -1.2464 3.3448 0.49
H 0.0247 -2.1582 1.6001 0.52
H 2.2417 -0.1746 0.7139 0.25
H 1.0719 1.6416 -0.4182 0.28
H 1.1860 2.6163 1.1012 0.24
H 3.2998 3.2583 0.1503 0.24
H 3.3250 1.7882 -0.8199 0.24
H 4.3858 0.6690 0.7709 0.44
H 4.6791 2.0763 1.5956 0.44
H 3.3761 0.5088 3.0671 0.24
H 2.6453 2.1003 2.6300 0.23
Cl 1.3581 -0.0369 -2.2073 -0.12
C -0.3568 -0.6078 -2.2168 -0.36
C -0.4516 -2.0543 -2.6111 -0.40
Cl 0.0013 -2.3161 -4.3127 -0.05
H -0.9057 0.0329 -2.9003 0.23
H -0.7587 -0.4770 -1.2202 0.24
H -1.4836 -2.3814 -2.4924 0.25
H 0.1905 -2.6775 -1.9935 0.22
Cl -3.0381 -0.4273 -0.6082 -0.08
C -4.6108 -0.1725 -1.4193 -0.38
C -5.3527 -1.4693 -1.6016 -0.39
Cl -4.5378 -2.5333 -2.7792 -0.06
H -4.4188 0.3116 -2.3729 0.23
H -5.1878 0.5049 -0.7931 0.23
H -6.3510 -1.2687 -1.9853 0.23
H -5.4392 -2.0128 -0.6648 0.23
```



[2]
C8H20ClCoOPm as an isolated structure in a non-equilibrium geometry, computed with ωB97M-V with the def2-TZVPD basis set.

Kohn-Sham gap (spin up / spin down): 3.5 / 6.2 eV
Energy relative to the best compared isomer or geometry (same formula, charge and spin): 71.7 kcal per mole
⟨S²⟩: 16.103
Total charge: -2
E_HOMO (spin up / spin down): 1.47 / -1.27 eV
Multiplicity: 8
Strongest force on any atom: 2.54 eV Å⁻¹

```
32
Properties=species:S:1:pos:R:3:mulliken_spin:R:1
Pm 0.8619 0.5518 -4.5066 5.22
Cl 0.9002 2.2090 -2.7182 -0.02
C -1.0632 0.1814 -5.8143 -0.15
C 2.8158 -0.6511 -5.0572 -0.19
H -0.8567 -0.5733 -6.5568 0.00
H -1.7814 -0.1191 -5.0218 0.06
H -1.2591 1.1960 -6.2199 0.03
H 2.6106 -1.3195 -5.8774 0.01
H 3.0136 -1.1470 -4.0829 0.07
H 3.5296 0.1691 -5.2828 0.04
Co -0.1288 0.1260 0.1603 1.10
C -1.5291 1.2808 -0.6594 0.01
C -0.4402 -1.7178 0.5072 0.77
H -2.0150 0.8093 -1.5434 0.01
H -2.2905 1.4040 0.1469 0.01
H -1.1504 2.2770 -0.9660 -0.01
H 0.2669 -2.4890 0.9385 -0.01
H -1.5227 -2.1222 0.5215 0.00
C 1.2415 -0.7220 3.8964 0.01
C 0.0018 -0.0085 3.3627 -0.04
C -1.2441 -0.7179 3.8894 0.03
C -0.0007 1.4328 3.8890 0.03
O 0.0442 -0.0320 1.9794 0.06
H 1.2553 -0.7292 4.9878 0.00
H 2.1463 -0.2175 3.5428 0.00
H 1.2607 -1.7605 3.5414 -0.01
H -1.2543 -0.7215 4.9803 0.00
H -2.1510 -0.2131 3.5430 0.00
H -1.2642 -1.7586 3.5405 -0.02
H 0.8899 1.9646 3.5383 0.00
H -0.8899 1.9678 3.5391 0.00
H -0.0007 1.4519 4.9815 -0.01
```



[3]
C8H20ClCrOPd as an isolated structure in a non-equilibrium geometry, computed with ωB97M-V with the def2-TZVPD basis set.

Kohn-Sham gap (spin up / spin down): 4.3 / 4.3 eV
⟨S²⟩: 8.788
Total charge: -2
E_HOMO (spin up / spin down): 0.96 / 0.96 eV
Multiplicity: 6
Strongest force on any atom: 2.14 eV Å⁻¹

```
32
Properties=species:S:1:pos:R:3:mulliken_spin:R:1
Cr -0.1908 -0.1787 -0.0367 4.05
Cl -0.1393 1.9759 -0.9705 0.05
C -2.0043 -1.2285 0.1997 -0.11
H -2.1090 -2.0573 0.9349 0.02
H -2.2618 -1.6108 -0.8090 0.01
H -2.7237 -0.4419 0.4572 0.01
Pd 0.2950 1.0003 -3.1231 0.09
C -1.4571 0.6175 -4.0598 0.00
C 2.3024 1.1778 -3.4512 0.01
C 0.6375 -0.9040 -3.4176 0.91
H 2.7410 0.6041 -2.6177 0.00
H 2.5149 0.6547 -4.4000 -0.02
H 2.7175 2.2018 -3.4534 0.00
H -1.9855 -0.0598 -3.3685 0.00
H -2.1029 1.4894 -4.2910 0.01
H -1.1947 0.0637 -4.9748 -0.02
H -0.2217 -1.5873 -3.6460 0.01
H 1.6897 -1.2873 -3.3615 0.01
C -0.8881 0.7014 2.6669 0.08
C 0.4561 -0.0676 2.8007 -0.06
C 1.3339 0.7217 3.8076 0.00
C 0.1913 -1.5049 3.3043 0.01
O 1.0464 -0.1494 1.5071 0.00
H -1.4282 0.8054 3.6159 0.01
H -1.5727 0.2186 1.9421 -0.06
H -0.7184 1.6992 2.2418 -0.01
H 0.8470 0.7178 4.7928 0.00
H 2.3557 0.3391 3.9412 0.00
H 1.4904 1.7698 3.5080 0.00
H -0.4955 -2.0372 2.6345 0.00
H 1.1081 -2.1056 3.3119 0.00
H -0.2331 -1.5380 4.3142 0.00
```